Entry 1:
39
Properties=species:S:1:pos:R:3:nbo_charge:R:1 method="wB97M-V/def2-TZVPD" total_charge=0 homo_energy_ev=-9.160 multiplicity=1 lumo_energy_ha=0.020
C 1.6988 1.9763 1.6255 -0.1507
C 0.6025 1.5503 0.5792 0.6994
C 1.3754 1.2772 2.9927 -0.1980
C 0.0364 1.7081 3.6902 -0.6159
C 2.6055 1.3572 3.9175 -0.6145
C -0.3713 -0.3445 -0.6153 -0.1648
C -1.4781 -0.9567 0.2860 0.8025
C 0.1643 -1.5217 -1.4698 -0.4189
C -0.7627 -1.8064 -2.5819 -0.0754
C -0.7607 -1.0224 -3.7149 -0.1972
C -1.5696 -2.9235 -2.5403 -0.1878
C -1.3377 -1.3919 -4.9174 -0.2084
C -2.2744 -3.3276 -3.6788 -0.2144
C -2.0845 -2.6158 -4.8816 -0.2023
H 0.5879 3.5237 1.0710 0.4086
H 1.4155 3.8489 2.9147 0.3468
H 2.6258 1.5854 1.1756 0.1913
H 1.2970 0.1611 2.7907 0.1907
H 0.1825 2.8171 3.7770 0.2008
H -0.0702 1.3064 4.7210 0.2191
H -0.7765 1.3495 3.1275 0.2217
H 3.4481 0.9812 3.3135 0.2088
H 2.4066 0.7008 4.8325 0.2155
H 2.8911 2.3689 4.3275 0.2111
H 1.3286 -0.3561 0.6123 0.4065
H -0.8073 0.4835 -1.1487 0.2361
H 0.4083 -2.5162 -0.9852 0.2479
H 1.1576 -1.1199 -1.8678 0.2133
H -0.0380 -0.1956 -3.7972 0.2033
H -1.6981 -3.6822 -1.7117 0.2343
H -1.1424 -0.9314 -5.8533 0.2170
H -2.7872 -4.2542 -3.7266 0.2145
H -2.3810 -2.9685 -5.8803 0.2107
H -1.8774 0.9865 0.2231 0.5146
N 1.6366 3.4041 1.7041 -0.8515
N 0.6262 0.2380 0.2795 -0.5976
O -0.3347 2.2564 0.2678 -0.6592
O -1.7120 -2.0807 0.5185 -0.5465
O -2.2310 0.1346 0.6234 -0.7114

***

Entry 2:
41
Properties=species:S:1:pos:R:3:nbo_charge:R:1 method="wB97M-V/def2-TZVPD" total_charge=0 smiles="COc1ccc(S(=O)(=O)N(C)CC(=O)N2CCCC2)cc1" homo_energy_ev=-8.818 multiplicity=1 lumo_energy_ha=0.023
C 6.7315 0.3928 -0.6246 -0.2547
O 5.9306 0.1525 0.5105 -0.4838
C 4.5839 0.1750 0.3793 0.3329
C 3.8559 -0.0546 1.5529 -0.2612
C 2.4778 -0.0531 1.5289 -0.1560
C 1.8174 0.1744 0.3334 -0.3966
S 0.0351 0.1811 0.2537 2.3087
O -0.3821 1.3084 -0.5364 -0.9609
O -0.5099 0.0702 1.5768 -0.9370
N -0.2365 -1.1915 -0.6864 -0.6531
C 0.1274 -2.4075 0.0110 -0.4361
C -1.5535 -1.1929 -1.3102 -0.3174
C -2.6513 -1.2364 -0.2448 0.6607
O -2.7787 -2.2164 0.4751 -0.6460
N -3.4425 -0.1642 -0.1138 -0.4221
C -3.4498 1.0597 -0.8996 -0.2340
C -4.5808 1.8880 -0.2876 -0.4042
C -4.5955 1.4210 1.1653 -0.4105
C -4.3474 -0.0741 1.0225 -0.2130
C 2.5206 0.4050 -0.8309 -0.0823
C 3.9045 0.4072 -0.8166 -0.3318
H 7.7605 0.3313 -0.2745 0.2049
H 6.5673 -0.3626 -1.3988 0.1790
H 6.5496 1.3886 -1.0398 0.1799
H 4.4017 -0.2287 2.4663 0.2315
H 1.8956 -0.2214 2.4212 0.2455
H 1.1117 -2.2568 0.4500 0.2074
H 0.1743 -3.2223 -0.7112 0.2068
H -0.5888 -2.6603 0.7965 0.2342
H -1.6048 -0.2969 -1.9247 0.2308
H -1.6237 -2.0853 -1.9380 0.2298
H -3.6347 0.8387 -1.9551 0.1938
H -2.4901 1.5765 -0.8040 0.2356
H -4.4027 2.9562 -0.3889 0.2187
H -5.5309 1.6441 -0.7664 0.1989
H -5.5314 1.6421 1.6741 0.2159
H -3.7717 1.8797 1.7120 0.2108
H -3.8768 -0.5307 1.8943 0.2324
H -5.2743 -0.6170 0.8021 0.1890
H 1.9719 0.5890 -1.7402 0.2287
H 4.4406 0.5913 -1.7336 0.2248